The ion C2H5N2O3 with charge -1 at a distorted geometry, computed with ωB97M-V/def2-TZVPD.

Computed properties:
- Energy relative to the best compared isomer or geometry (same formula, charge and spin): 102.0 kcal/mol
- DFT total energy: -414.16374 a.u.
- Total charge: -1
- HOMO energy (spin up / spin down): -0.045 / -3.752 eV
- ⟨S²⟩: 2.010
- LUMO energy (spin up / spin down): 3.8 / 3.1 eV
- 2S+1: 3

CARTESIAN COORDINATES (ANGSTROEM)
C -0.127196 -0.492118 -0.914708
C -0.177712 0.170950 1.264127
N 1.243702 -0.763164 1.689310
N 0.981035 -1.739589 2.507424
O 1.961778 -2.439867 2.891814
O -0.178744 -1.992633 2.907062
O -0.930276 -0.281889 0.180891
H 0.517420 0.403181 -1.198405
H -0.853399 -0.556032 -1.727160
H 0.733114 -1.356961 -0.900948
H 0.218517 1.135738 1.076321
H -0.882057 0.282996 2.052930

Atoms 1-2, force components in eV/Å:
2.48 -0.29 -2.24
1.74 -2.11 1.41